Entry 1:
Below is C36H26F6N5O4S5Ti as an isolated structure, with properties calculated with wB97M-V/def2-TZVPD.

As for the HOMO energy (alpha / beta): 0.15 / -1.39 eV. Its total charge is -2. The expectation value of S² is 0.773. The calculation puts the HOMO-LUMO gap (alpha / beta) at 3.87 / 5.41 eV. As for the lowest unoccupied orbital energy (alpha / beta): 4.02 / 4.02 eV. As for the spin multiplicity: 2. For the energy above the lowest of the compared OMol25 structures with the same formula, charge and spin, the calculation gives 46.22 kcal per mole. As for the max |F|: 3.051 eV/Å.

Last column: Mulliken charge in e.
Element x y z (Å)
C 4.768 -0.104 -1.568  0.28
H 4.108 -2.849 -1.461  0.33
H 1.734 3.533 4.573  0.35
H -5.926 2.964 1.807  0.38
H -4.174 -6.259 0.525  0.36
H -5.026 4.713 0.311  0.37
C -1.618 1.992 -3.212  -0.63
C 2.842 -0.156 -3.179  0.28
C 3.392 -0.011 1.781  -0.35
C 0.385 1.966 -1.770  -0.88
C -1.566 -3.448 0.993  -0.66
F 4.553 1.078 -0.983  -0.16
C -2.699 1.367 -3.788  -0.98
C 3.451 -0.855 -1.930  1.06
C 3.826 -2.290 -2.351  -2.08
H 2.699 2.434 0.348  0.26
O 2.604 -0.740 -0.900  1.02
C -3.223 3.629 -0.116  -0.68
C -0.020 1.080 2.094  0.25
S 2.274 -5.571 0.129  -0.45
Ti 1.012 -0.834 0.009  -0.48
H -3.547 -5.558 2.816  0.39
C 1.245 2.846 3.896  -1.01
H 3.917 -0.808 1.273  0.26
N 2.067 0.084 1.556  1.51
C -3.007 1.493 0.944  -0.83
C -0.124 2.862 3.739  -1.14
N -0.628 -2.509 1.315  1.13
F 3.460 -0.451 -4.348  -0.36
C -0.730 1.295 -2.386  0.79
H 0.523 3.686 -2.996  0.21
C -3.451 -5.465 0.669  -0.49
H 4.645 -2.273 -3.068  0.49
H 3.928 2.461 4.041  0.34
F 1.569 -0.520 -3.329  -0.18
N 0.834 3.194 -2.177  0.17
C -2.900 0.006 -3.570  -0.71
H 0.222 -1.742 3.062  0.14
H 2.946 -2.767 -2.782  0.50
C -2.148 -4.094 2.105  0.71
C -3.097 -5.092 1.952  -0.56
F 2.856 1.191 -3.127  -0.32
H -2.217 -1.748 -2.560  0.34
H -3.737 -0.489 -4.044  0.41
C 3.417 1.802 3.352  -1.45
H 2.408 4.465 -1.462  0.43
H -2.819 4.401 -0.758  0.41
H -1.509 -3.328 -1.131  -0.06
N -0.536 0.204 1.173  0.79
C -1.961 -3.822 -0.288  0.51
H -3.391 1.930 -4.398  0.36
C -4.462 3.805 0.486  -0.54
N 1.087 1.557 -0.726  2.21
H -4.610 0.873 2.182  0.45
H 5.151 0.670 2.768  0.45
H -3.174 -5.139 -1.430  0.39
C 1.998 2.528 -0.457  -0.48
F 5.533 -0.811 -0.729  -0.28
O -2.555 -0.907 0.162  -0.71
F 5.565 0.153 -2.640  -0.33
C 1.877 -3.959 0.099  0.75
C -4.249 1.657 1.535  -0.65
O -2.536 -0.489 2.564  -0.74
C 1.866 3.549 -1.348  -1.46
S 1.037 -3.239 -1.210  -0.48
H -0.727 3.561 4.309  0.38
C -0.755 1.989 2.865  -0.90
H -1.515 2.340 -0.310  0.58
H -1.829 2.015 2.785  0.51
C -4.972 2.817 1.318  -0.65
C -2.887 -4.830 -0.436  -1.20
S -1.465 -3.448 3.566  -0.38
C -0.476 -2.407 2.581  -0.52
C -0.967 -0.085 -2.096  0.30
H -1.474 3.055 -3.376  0.28
S 2.294 -2.865 1.351  -0.51
O -0.222 -0.753 -1.296  0.64
C 1.388 1.031 2.271  -0.86
C -2.053 -0.703 -2.757  -0.98
C 4.086 0.812 2.647  -0.98
S -2.114 -0.060 1.240  1.52
C -2.492 2.479 0.120  0.25
C 2.022 1.914 3.187  1.57

Forces on the atoms, in the same order (eV/Å):
C 0.234 0.309 0.047
H -0.044 -0.010 -0.021
H 0.070 0.036 0.081
H -0.068 -0.052 -0.005
H -0.038 -0.015 -0.004
H -0.027 0.047 0.003
C 0.180 -0.112 0.094
C -0.200 0.213 -0.452
C 1.255 -0.282 0.189
C 0.524 0.431 0.269
C -0.676 -0.938 0.350
F -0.126 0.064 -0.014
C -0.136 0.083 -0.186
C 0.677 0.105 -0.796
C -0.162 0.153 0.180
H 0.146 -0.042 0.163
O 0.776 0.425 -0.315
C -0.117 0.100 0.016
C 0.644 0.994 1.118
S 0.176 -0.675 0.020
Ti 1.285 -2.081 1.824
H -0.019 -0.109 0.056
C -0.125 -0.043 -0.057
H -0.145 0.105 -0.087
N -0.722 0.231 -0.135
C 0.247 -0.128 -0.132
C 0.053 0.138 0.128
N 0.528 0.512 0.098
F 0.211 -0.270 0.077
C -0.498 -0.850 -0.079
H 0.051 -0.076 0.085
C -0.110 -0.074 0.264
H 0.079 0.016 -0.016
H 0.047 0.033 0.043
F 0.010 -0.138 -0.073
N -0.257 -0.367 0.047
C 0.040 0.128 -0.065
H 0.070 0.163 -0.044
H 0.233 0.005 0.016
C 0.341 0.359 -0.129
C -0.180 -0.143 -0.075
F 0.073 0.126 0.277
H -0.034 -0.162 0.064
H -0.061 -0.087 0.022
C 0.326 0.222 0.154
H 0.082 0.165 -0.022
H 0.036 0.029 -0.038
H -0.037 -0.017 -0.015
N -0.751 -0.053 -0.522
C -0.079 0.069 -0.004
H -0.050 0.059 -0.080
C 0.057 -0.020 -0.027
N -0.543 -0.289 -0.459
H -0.092 -0.047 0.116
H 0.063 -0.082 -0.061
H -0.038 -0.023 -0.093
C 0.235 0.370 -0.082
F -0.036 -0.342 0.255
O 0.145 0.309 -0.150
F -0.216 -0.120 -0.250
C 0.080 0.018 -0.119
C 0.116 -0.221 0.130
O 0.006 0.505 -0.173
C 0.166 0.005 0.246
S -0.008 0.304 0.570
H -0.008 0.000 -0.009
C -0.013 -0.088 -0.103
H 0.097 0.052 0.036
H 0.092 0.081 0.199
C -0.021 0.128 -0.086
C 0.056 0.085 -0.126
S 0.112 0.033 -0.375
C -0.296 -0.486 0.375
C -0.667 1.288 -1.001
H -0.016 0.020 0.009
S 0.008 0.330 -0.443
O -1.177 -0.149 -1.411
C -0.822 0.569 0.544
C 0.252 -0.027 0.266
C -0.232 -0.214 -0.270
S -0.765 -0.360 0.244
C 0.079 -0.167 0.062
C -0.345 -0.057 -0.133


Entry 2:
Below is C36H27GeN3Os as an isolated structure, with properties calculated with wB97M-V/def2-TZVPD.

As for the HOMO energy (alpha / beta): -16.32 / -16.66 eV. Its total charge is +3. The expectation value of S² is 8.877. The calculation puts the HOMO-LUMO gap (alpha / beta) at 6.79 / 4.34 eV. As for the lowest unoccupied orbital energy (alpha / beta): -9.53 / -12.32 eV. As for the spin multiplicity: 6. For the energy above the lowest of the compared OMol25 structures with the same formula, charge and spin, the calculation gives 11.88 kcal per mole. As for the max |F|: 0.980 eV/Å.

Last column: Mulliken charge in e.
Element x y z (Å)
C -0.386 -5.437 -0.376  -0.73
H -1.651 0.464 -3.546  0.47
H 0.022 6.260 0.513  0.50
H -5.008 -0.768 0.507  0.51
H -1.133 -4.938 1.577  0.48
C 0.125 -3.581 -1.825  -0.51
C 0.908 2.976 0.323  0.21
C -0.699 -3.187 0.414  0.08
H 0.231 -2.196 5.871  0.48
C -4.355 1.212 -0.120  -0.49
C 1.980 -0.261 -4.685  -0.62
C -3.004 -0.771 -0.201  -0.26
N 1.711 -1.253 1.658  -0.01
H -0.463 3.209 3.438  0.32
C -4.188 -0.181 0.115  -0.75
H -0.956 0.984 -5.836  0.47
N 1.524 2.073 -0.521  -0.11
C 2.349 -2.427 1.557  0.07
C 0.438 2.525 1.605  1.00
C 0.780 4.315 -0.059  1.24
H 0.456 -3.214 -2.789  0.39
C -0.242 0.668 4.114  -0.51
C -0.625 0.277 -3.840  -0.40
C 2.049 2.488 -1.682  0.07
C -0.237 0.566 -5.144  -0.79
H -1.009 -2.509 1.206  0.70
C 1.348 4.722 -1.287  -0.50
H 2.983 -0.489 -5.020  0.46
C 0.464 0.387 2.942  0.55
N 0.691 1.205 1.867  -0.42
H 2.456 4.106 -3.020  0.48
C 0.061 -4.952 -1.597  -0.72
H -3.448 3.068 -0.824  0.53
H -5.320 1.670 0.070  0.47
H -1.319 2.004 -1.409  0.61
C -3.293 2.011 -0.649  -0.72
H 1.703 -3.749 4.583  0.52
C 0.286 -1.483 5.058  -0.73
H -0.885 -0.005 6.046  0.44
C -0.316 4.803 2.041  -1.39
C -0.334 -0.264 5.152  -1.39
C -0.151 3.474 2.443  -0.60
H -0.777 5.507 2.721  0.46
H 2.810 -2.651 0.604  0.44
C -2.112 1.418 -0.961  -0.02
C 1.601 -0.547 -3.378  -0.34
C 1.997 3.815 -2.086  -0.99
H 2.952 -4.255 2.488  0.46
H 1.274 5.762 -1.585  0.51
H 2.321 -1.001 -2.702  0.44
C -0.259 -2.695 -0.819  0.22
C -0.771 -4.556 0.631  -0.94
C 2.396 -3.335 2.604  -0.90
C 0.133 5.226 0.816  -0.83
H -0.740 1.613 4.242  0.33
H 1.354 0.527 -6.579  0.46
H 2.494 1.729 -2.312  0.51
C -1.913 0.013 -0.713  0.29
C 1.710 -3.046 3.758  -0.50
Ge -0.132 -0.794 -1.136  0.21
H -0.447 -6.505 -0.210  0.46
C 1.061 -0.916 2.827  0.58
C 0.295 -0.278 -2.952  0.79
C 1.060 0.303 -5.562  -0.65
C 1.008 -1.826 3.886  1.10
H 0.353 -5.639 -2.380  0.46
Os 1.682 0.175 0.212  0.49
H -2.891 -1.843 -0.084  0.57

Forces on the atoms, in the same order (eV/Å):
C -0.007 0.009 -0.015
H -0.015 -0.008 0.012
H 0.031 -0.016 0.010
H -0.057 0.073 -0.019
H 0.001 -0.008 -0.023
C -0.021 -0.091 0.055
C 0.107 -0.170 -0.046
C 0.012 -0.164 -0.047
H 0.029 0.020 -0.004
C 0.123 0.014 -0.050
C 0.011 -0.019 0.079
C 0.268 0.097 -0.104
N 0.086 -0.112 0.150
H -0.015 0.033 -0.010
C -0.106 0.236 -0.086
H 0.019 0.001 -0.013
N -0.017 0.167 -0.081
C -0.160 0.105 -0.064
C -0.037 0.026 0.222
C 0.024 0.125 -0.051
H 0.004 -0.014 0.031
C 0.025 0.015 -0.065
C 0.125 -0.018 -0.087
C -0.126 -0.084 0.081
C -0.043 0.011 0.061
H 0.057 -0.005 0.010
C -0.025 0.043 -0.014
H -0.016 0.016 -0.002
C -0.027 0.192 0.148
N 0.183 -0.223 -0.367
H -0.020 -0.012 -0.013
C 0.002 0.051 -0.032
H -0.096 -0.031 0.014
H 0.036 0.006 0.030
H 0.068 -0.066 0.026
C -0.316 -0.110 0.072
H 0.003 0.023 -0.016
C -0.010 -0.012 0.031
H -0.004 0.002 -0.026
C 0.005 0.014 -0.011
C 0.001 -0.025 0.014
C 0.046 -0.026 -0.012
H 0.001 -0.028 -0.010
H 0.041 0.037 -0.019
C 0.027 -0.304 0.165
C -0.093 0.088 -0.236
C -0.020 0.093 -0.015
H -0.024 -0.010 -0.013
H 0.002 -0.014 0.017
H 0.008 -0.014 -0.005
C 0.107 0.092 0.147
C -0.008 0.079 0.009
C -0.012 -0.063 0.068
C -0.011 0.037 0.020
H -0.020 -0.027 0.023
H -0.004 -0.019 -0.002
H 0.033 -0.029 0.022
C 0.126 0.152 0.020
C -0.027 -0.033 0.042
Ge -0.632 -0.402 -0.632
H 0.013 0.012 0.003
C 0.084 0.027 -0.177
C 0.140 -0.059 0.116
C 0.009 0.009 0.008
C 0.026 -0.099 0.089
H -0.014 -0.007 0.010
Os -0.007 0.343 0.563
H 0.107 0.071 -0.002


Entry 3:
Below is C36H28BClN13O6Pb as an isolated structure, with properties calculated with wB97M-V/def2-TZVPD.

As for the HOMO energy (alpha / beta): -13.32 / -13.32 eV. Its total charge is +2. The expectation value of S² is 0.757. The calculation puts the HOMO-LUMO gap (alpha / beta) at 6.17 / 6.16 eV. As for the lowest unoccupied orbital energy (alpha / beta): -7.15 / -7.17 eV. As for the spin multiplicity: 2. For the energy above the lowest of the compared OMol25 structures with the same formula, charge and spin, the calculation gives 37.25 kcal per mole. As for the max |F|: 1.319 eV/Å.

Last column: Mulliken charge in e.
Element x y z (Å)
C -3.503 1.991 2.638  -0.61
N 3.629 -1.313 1.876  0.39
N -2.222 0.700 -1.262  0.42
H 5.117 -0.370 5.468  0.27
N 1.667 3.119 -1.580  0.22
C -2.359 5.698 -1.546  -0.53
C 3.997 -4.771 -0.511  -0.55
C -2.808 -3.001 0.674  -0.08
Pb -0.920 1.134 0.618  1.41
C -3.075 4.657 -0.987  -1.22
N -1.151 3.232 -1.031  0.25
C 2.714 -2.879 0.241  -0.01
N 2.943 -0.240 1.419  -0.05
H 2.007 -4.308 -1.181  0.49
C -0.482 4.242 -1.589  0.85
C -2.002 1.048 -2.531  -0.36
C 3.962 -1.429 -3.739  -0.80
H -1.373 -4.431 1.556  0.45
N -3.107 1.356 1.530  -0.51
Cl 4.864 -2.289 4.066  -0.21
H -5.298 1.787 3.936  0.45
H -3.126 0.685 -4.411  0.46
O 4.719 0.484 5.680  -0.44
H 1.919 -0.983 -3.310  0.43
C 4.079 -1.104 3.138  0.24
H 5.797 -2.902 1.660  0.54
B -3.895 -0.656 0.112  0.12
C 3.769 -2.498 1.054  0.22
C -1.026 5.483 -1.871  -1.07
N -4.049 0.424 1.244  0.92
C -7.065 -2.470 0.533  -0.92
C 3.913 0.926 4.743  0.50
C 5.055 -4.367 0.290  -0.87
H -5.888 -0.159 2.122  0.43
H -4.125 4.768 -0.749  0.51
C 2.995 0.643 2.401  0.40
C -0.956 -2.240 1.564  -0.58
C -5.751 -2.319 0.829  -0.44
H -5.155 -2.813 1.582  0.73
C 3.238 0.260 -2.165  0.63
H -1.115 1.609 -2.793  0.42
C 2.307 1.958 2.285  0.39
H -2.902 2.790 3.056  0.47
H 6.624 0.193 -2.359  0.50
N 2.334 2.299 -1.078  -0.24
C 2.077 0.894 -1.593  0.76
C -7.299 -1.529 -0.497  -0.25
H 1.290 4.601 -2.855  0.50
C 3.699 0.157 3.512  0.03
H -4.793 -0.608 -2.689  0.60
O 0.938 0.546 -1.542  -0.48
N -5.234 -1.358 -0.008  0.43
C -4.720 1.482 3.077  -1.17
C -3.015 0.566 -3.344  -1.67
C -5.024 0.488 2.167  -0.03
H -7.776 -3.134 1.002  0.44
H 6.093 -1.561 -4.014  0.45
C -3.873 -0.096 -2.484  0.06
C 2.832 -4.019 -0.540  -0.95
H 4.084 -5.669 -1.111  0.44
H -2.972 2.607 -0.312  0.50
H -0.008 -2.103 2.068  0.69
N -2.788 -1.660 0.576  0.65
H 4.320 1.908 -0.489  0.40
N -6.209 -0.850 -0.812  -1.11
H -8.225 -1.312 -1.011  0.48
C 5.291 -1.066 -3.480  -0.39
O 1.685 2.291 1.298  -0.55
C 5.598 -0.086 -2.564  -0.66
N -3.397 0.001 -1.228  0.17
O 2.416 2.782 3.279  -0.45
O 5.031 1.467 -0.958  -0.65
H -3.624 -3.584 0.276  0.85
C 4.952 -3.223 1.067  -0.45
C -1.653 -3.418 1.307  -1.46
C -2.428 3.445 -0.745  0.28
C 0.901 4.002 -2.034  -0.64
H 5.971 -4.943 0.317  0.42
H -0.426 6.267 -2.322  0.51
C 2.958 -0.769 -3.094  -0.79
H 1.808 -2.293 0.217  0.59
H 3.735 -2.214 -4.448  0.48
N -1.630 -1.184 1.110  -0.56
C 4.593 0.585 -1.880  0.85
O 3.344 1.994 4.903  -0.41
H -2.824 6.655 -1.744  0.46

Forces on the atoms, in the same order (eV/Å):
C 0.087 0.140 -0.030
N -0.053 -0.183 -0.221
N -0.381 -0.634 -0.011
H 0.035 -0.158 -0.053
N -0.483 0.359 0.136
C -0.102 0.006 0.006
C -0.003 -0.026 0.006
C 0.130 -0.069 -0.147
Pb 0.270 -0.756 0.576
C 0.029 0.045 -0.013
N 0.058 0.662 0.200
C -0.098 0.045 0.053
N 0.248 -0.117 0.095
H 0.044 -0.025 0.073
C 0.207 0.128 0.046
C 0.110 -0.360 -0.113
C 0.106 -0.122 -0.090
H -0.021 0.139 -0.034
N -0.085 -0.118 0.134
Cl 0.036 -0.023 0.104
H 0.067 -0.031 -0.135
H 0.017 -0.047 0.123
O 0.054 0.064 0.257
H -0.005 -0.086 0.049
C 0.031 -0.471 -0.324
H -0.025 0.001 -0.038
B -0.124 -0.141 0.057
C 0.039 0.217 0.068
C 0.056 0.136 -0.058
N 0.072 0.045 -0.100
C -0.572 0.177 -0.177
C -0.226 0.134 -0.170
C 0.032 -0.043 0.011
H 0.100 0.048 -0.055
H 0.070 -0.040 0.031
C -0.328 0.076 0.019
C 0.198 0.093 -0.011
C 0.558 0.182 -0.081
H -0.083 0.142 -0.099
C 0.230 0.094 0.261
H -0.236 -0.187 0.001
C 0.785 0.139 1.050
H -0.076 -0.125 -0.045
H -0.048 -0.038 0.028
N 0.614 0.226 0.058
C 0.447 -0.545 -0.541
C -0.140 0.167 -0.120
H 0.133 -0.121 0.027
C 0.056 0.423 0.248
H -0.121 -0.024 0.103
O -0.252 -0.184 0.075
N 0.476 -0.156 0.079
C 0.020 0.046 0.095
C -0.031 0.015 -0.097
C -0.150 0.024 -0.059
H 0.099 0.057 -0.103
H -0.020 -0.004 0.053
C -0.002 0.051 0.211
C -0.021 0.066 -0.113
H -0.011 0.057 0.029
H -0.011 0.488 -0.185
H -0.084 -0.015 -0.116
N 0.080 0.071 0.088
H -0.225 0.077 0.181
N -0.081 -0.408 0.339
H 0.070 -0.051 0.021
C -0.017 -0.053 -0.044
O -0.623 0.122 -0.993
C 0.159 -0.069 -0.159
N 0.054 0.044 -0.181
O -0.332 -0.023 -0.525
O -0.023 -0.121 -0.253
H 0.105 0.099 0.043
C 0.090 0.092 0.000
C -0.018 -0.092 0.013
C -0.502 0.412 0.050
C 0.055 0.224 -0.304
H -0.037 0.045 -0.028
H -0.078 -0.127 0.008
C -0.144 0.124 0.074
H -0.077 0.062 0.031
H 0.021 0.065 -0.018
N -0.340 -0.090 -0.067
C -0.272 0.089 0.228
O 0.396 -0.297 0.466
H 0.015 -0.039 0.007